Entry 1:
Formula: C4H13N3
Source: the Open Molecules 2025 dataset
Level of theory: ωB97M-V/def2-TZVPD

Atoms and positions in Å:
N  -1.20709  -3.52725  1.51831
C  -1.12976  -2.23323  1.38079
N  -0.60474  -1.56945  0.38710
C  -0.70226  -0.08088  0.29589
C  0.47368  0.49446  -0.56038
C  0.45459  2.01060  -0.51922
N  1.49396  2.60510  -1.51679
H  -1.54667  -3.95498  2.39293
H  -0.77143  -4.23533  0.93382
H  -1.45880  -1.65232  2.23935
H  -0.18690  -2.03443  -0.42200
H  -0.60405  0.33138  1.33129
H  -1.60167  0.28853  -0.22227
H  0.56243  0.08155  -1.55114
H  1.39337  0.20745  -0.03673
H  0.73085  2.48915  0.45149
H  -0.53614  2.31293  -0.83846
H  2.45859  2.62957  -1.15600
H  1.36581  3.66763  -1.64977
H  1.41622  2.16952  -2.45820

Output
Orbital gap ... 11.95 eV
E_HOMO ... -18.43 eV
Maximum force ... 2.7 eV/A
Energy relative to the best compared isomer or geometry (same formula, charge and spin) ... 0.3227 eV
Charge ... +2



Entry 2:
Formula: C4H13N3
Source: the Open Molecules 2025 dataset
Level of theory: ωB97M-V/def2-TZVPD

Atoms and positions in Å:
C  0.20902  -0.44230  0.45100
C  0.58476  0.83787  -0.16515
C  -0.03569  0.36951  -1.55020
C  -0.97720  -0.63620  -1.35167
N  -2.06073  -0.26622  -0.59521
N  0.31502  0.98812  -2.86085
N  1.22450  -0.97049  3.80131
H  -0.51283  -0.51521  1.22867
H  0.74209  -1.34112  0.13239
H  0.08255  1.84905  0.07695
H  1.62278  0.92579  0.00436
H  -0.80566  -1.64686  -1.75057
H  -2.33287  0.65372  -0.78167
H  -2.34635  -0.86457  0.20735
H  -0.49581  0.83721  -3.40312
H  1.16120  0.69302  -3.29412
H  0.52244  1.99673  -2.62980
H  0.59512  -1.63598  4.18473
H  1.86406  -0.72510  4.65271
H  0.64361  -0.10697  3.64290

Output
Orbital gap ... 5.51 eV
E_HOMO ... -16.13 eV
Maximum force ... 4.5 eV/A
Energy relative to the best compared isomer or geometry (same formula, charge and spin) ... 7.7229 eV
Charge ... +2



Entry 3:
Formula: C4H13N3O
Source: the Open Molecules 2025 dataset
Level of theory: ωB97M-V/def2-TZVPD

Atoms and positions in Å:
C  0.76449  -2.08737  -0.25598
C  0.95351  -0.61877  0.07264
C  -0.29750  0.24889  0.00927
C  -1.22442  0.27975  0.96793
N  -2.45904  0.95664  0.76198
N  -0.34229  1.14982  -1.10843
N  0.19888  -2.23356  -1.59901
H  0.00269  -2.57034  0.37825
H  1.66466  -2.70866  -0.02576
H  1.18564  -0.49969  1.15646
H  1.85427  -0.28925  -0.43527
H  -1.13973  -0.21305  1.93327
H  -3.09280  0.87966  1.55138
H  -2.41425  1.90331  0.42525
H  0.38715  0.90547  -1.82565
H  -1.27414  1.25874  -1.52011
H  0.73208  -2.14401  -2.44263
H  -0.66451  -1.65792  -1.63052
H  2.17575  2.59881  1.86604
H  1.11006  2.14836  0.76161
O  1.87950  2.69316  0.95926

Output
Orbital gap (spin up / spin down) ... 2.92 / 7.80 eV
E_HOMO (spin up / spin down) ... 1.17 / -3.97 eV
Spin multiplicity ... 2
Maximum force ... 2.7 eV/A
Energy relative to the best compared isomer or geometry (same formula, charge and spin) ... 0.9162 eV
Charge ... -1



Entry 4:
Formula: C4H13N3O
Source: the Open Molecules 2025 dataset
Level of theory: ωB97M-V/def2-TZVPD

Atoms and positions in Å:
C  -1.00712  -2.43296  -0.38165
C  -1.48951  -0.32421  -1.41534
N  -1.42070  -1.06228  -0.17377
N  0.58247  -0.16154  1.04605
H  -0.68724  -0.49475  0.70568
H  1.08248  -1.02591  0.86805
H  -0.05772  -2.51965  -0.93566
H  -0.90133  -2.93354  0.58190
H  -2.19645  -0.81413  -2.09579
H  -1.86296  0.68088  -1.22668
H  -1.77490  -2.96713  -0.95352
H  -0.51887  -0.25415  -1.92910
C  0.33245  2.24991  0.48554
C  1.24260  1.04537  0.58069
O  2.01336  0.90830  -0.57199
N  1.92230  0.72999  1.77392
H  2.84748  0.50112  -0.30311
H  1.53543  1.23707  2.56813
H  0.94392  3.14950  0.51321
H  -0.21535  2.22207  -0.45359
H  -0.37034  2.26605  1.31705

Output
Orbital gap (spin up / spin down) ... 8.00 / 8.00 eV
E_HOMO (spin up / spin down) ... -7.65 / -7.65 eV
Maximum force ... 4.2 eV/A
Energy relative to the best compared isomer or geometry (same formula, charge and spin) ... 4.7402 eV
Charge ... 0



Entry 5:
Formula: C4H13N3O
Source: the Open Molecules 2025 dataset
Level of theory: ωB97M-V/def2-TZVPD

Atoms and positions in Å:
C  2.81346  0.38609  -0.14986
N  2.00492  -0.09984  0.94936
N  0.37533  0.45123  0.85480
C  -0.34438  -0.66713  0.48681
N  -0.87868  -1.41602  1.55412
C  -1.76219  0.16768  -0.38337
C  -1.54711  0.00444  -1.86484
O  -1.99070  1.50865  -0.09209
H  2.75880  1.47942  -0.29159
H  2.47676  -0.07997  -1.08042
H  3.86766  0.13061  0.00591
H  2.32285  0.32847  1.81801
H  0.40637  1.16571  0.13011
H  0.13054  -1.34156  -0.23042
H  -1.12769  -0.84741  2.35432
H  -0.31525  -2.21799  1.79845
H  -2.58939  -0.44277  -0.00635
H  -1.43333  -1.04933  -2.11121
H  -0.65044  0.53794  -2.18108
H  -2.39966  0.40250  -2.42007
H  -2.11788  1.59929  0.85942

Output
Orbital gap ... 9.43 eV
E_HOMO ... -8.42 eV
Maximum force ... 5.3 eV/A
Energy relative to the best compared isomer or geometry (same formula, charge and spin) ... 3.7805 eV
Charge ... 0



Entry 6:
Formula: C4H13N3O
Source: the Open Molecules 2025 dataset
Level of theory: ωB97M-V/def2-TZVPD

Atoms and positions in Å:
C  -0.51658  0.53590  -0.02355
C  0.54837  -1.58633  0.13992
C  1.43353  0.35183  -1.50056
C  -1.00076  0.70900  1.39783
N  0.79904  0.21535  -0.19557
N  -1.49322  0.13366  -0.94829
N  0.66754  -1.89753  1.49170
O  -0.22855  2.24815  -0.65219
H  -0.61081  2.96579  -0.12838
H  -1.17570  0.31878  -1.89226
H  -2.26964  -0.34775  -0.51677
H  1.39305  -1.36333  1.95447
H  -0.20565  -1.90828  1.99874
H  -0.31715  -2.04018  -0.33732
H  1.41861  -1.93065  -0.41394
H  2.39891  0.84579  -1.34971
H  1.62360  -0.58793  -2.03167
H  0.94404  0.96147  -2.26141
H  -1.64074  -0.10659  1.74407
H  -1.59465  1.62834  1.42995
H  -0.17324  0.85454  2.09493

Output
Orbital gap ... 9.17 eV
E_HOMO ... -8.36 eV
Maximum force ... 4.8 eV/A
Energy relative to the best compared isomer or geometry (same formula, charge and spin) ... 4.2734 eV
Charge ... 0



Entry 7:
Formula: C4H13N3S
Source: the Open Molecules 2025 dataset
Level of theory: ωB97M-V/def2-TZVPD

Atoms and positions in Å:
C  0.21091  -2.09489  -2.12714
N  -0.85564  -1.16861  -1.66247
C  -0.92861  -0.04517  -2.30090
N  -0.19552  0.40682  -3.38290
H  -0.05552  -2.48441  -3.11907
H  0.34494  -2.83852  -1.32154
H  1.17703  -1.50743  -2.11830
H  -1.70396  0.64453  -1.96126
H  -0.19350  1.43961  -3.52691
H  0.49267  -0.12836  -3.86061
N  -1.06816  -0.21271  1.40895
C  0.26339  0.19918  1.79298
C  0.26468  1.31534  2.87428
S  1.99346  1.54047  3.49559
H  -1.67298  0.58683  1.19588
H  -0.94576  -0.75739  0.53150
H  0.78301  0.66674  0.91307
H  0.92111  -0.61488  2.12602
H  -0.19261  2.25460  2.53709
H  -0.30153  0.99265  3.75672
H  1.66257  1.80558  4.74900

Output
Orbital gap ... 9.43 eV
E_HOMO ... -8.75 eV
Maximum force ... 2.3 eV/A
Energy relative to the best compared isomer or geometry (same formula, charge and spin) ... 1.3199 eV
Charge ... 0



Entry 8:
Formula: C4H13N4
Source: the Open Molecules 2025 dataset
Level of theory: ωB97M-V/def2-TZVPD

Atoms and positions in Å:
C  -3.35894  -0.09152  -0.10501
C  2.49558  1.61439  -0.21872
C  1.56460  -1.91099  -0.05520
C  -2.02664  0.35405  -0.81673
N  -0.99719  0.78260  1.19376
N  -0.90293  0.58100  -0.14013
N  1.97927  0.39965  -0.06486
N  2.52740  -0.84672  -0.09036
H  -3.59880  -1.04953  -0.52950
H  -4.09746  0.61389  -0.34546
H  -3.17826  -0.17270  0.92534
H  3.61043  1.77761  -0.21888
H  1.65835  2.24370  -0.20185
H  -0.21856  1.50245  1.48670
H  1.88625  -2.74926  0.45989
H  0.56482  -1.58409  0.37437
H  1.54156  -2.13020  -1.17497
H  -2.04577  0.30855  -1.90514
H  -1.86035  1.12113  1.51413
H  0.97719  0.22172  -0.11123
H  3.47945  -0.98573  0.02384

Output
Orbital gap ... 8.34 eV
E_HOMO ... -12.51 eV
Maximum force ... 4.3 eV/A
Energy relative to the best compared isomer or geometry (same formula, charge and spin) ... 5.2472 eV
Charge ... +1



Entry 9:
Formula: C4H13N4O
Source: the Open Molecules 2025 dataset
Level of theory: ωB97M-V/def2-TZVPD

Atoms and positions in Å:
C  0.81882  0.13402  -2.07693
C  -0.62627  1.93551  -1.42566
N  -0.57214  1.55773  -0.13807
N  -0.19896  1.10325  -2.40935
N  -1.16846  3.10817  -1.71931
H  -0.13165  0.67731  0.19896
H  -1.44036  1.77800  0.32114
H  -0.26575  1.57544  -3.29374
H  -1.61444  3.35863  -2.57772
H  -1.28577  3.75930  -0.96191
H  1.78558  0.46688  -1.72077
H  0.78108  -0.55943  -2.93673
H  0.38252  -0.68020  -1.50896
C  -0.46241  -2.70711  2.07691
C  0.50841  -1.58258  1.79709
O  0.35582  -0.65425  1.00216
N  1.57345  -1.53765  2.62354
H  -0.11856  -3.73335  2.07379
H  -1.36234  -2.57127  1.48517
H  2.14971  -0.71022  2.56591
H  1.58832  -2.08027  3.47068
H  -0.69656  -2.63791  3.15379

Output
Orbital gap ... 10.97 eV
E_HOMO ... -13.58 eV
Maximum force ... 3.5 eV/A
Energy relative to the best compared isomer or geometry (same formula, charge and spin) ... 1.1726 eV
Charge ... +1



Entry 10:
Formula: C4H13N4O
Source: the Open Molecules 2025 dataset
Level of theory: ωB97M-V/def2-TZVPD

Atoms and positions in Å:
C  -0.20858  0.59877  3.06829
C  -0.84760  1.30340  1.96808
O  -0.65707  1.10139  0.75719
N  -1.76659  2.43549  2.12684
H  -0.10483  -0.43326  2.86639
H  -0.96827  0.66942  3.85713
H  -2.17184  2.91114  1.27156
H  -2.16056  2.49672  3.04756
H  0.67812  1.10695  3.34444
C  1.28351  -2.23836  -2.98196
C  0.60376  -0.75452  -1.23805
N  1.15006  -0.67386  -0.03230
N  1.25357  -0.84827  -2.53624
N  -0.77741  -0.65411  -1.22423
H  0.66861  -0.25523  0.79372
H  2.13074  -0.93310  0.06893
H  1.98972  -0.29415  -2.59460
H  -1.16820  -0.82442  -2.08936
H  -1.24089  -0.44933  -0.34525
H  0.81834  -2.97817  -2.22604
H  2.20267  -2.75205  -3.48068
H  0.57902  -2.34606  -3.80796

Output
Orbital gap ... 10.70 eV
E_HOMO ... -13.58 eV
Maximum force ... 7.1 eV/A
Energy relative to the best compared isomer or geometry (same formula, charge and spin) ... 2.8624 eV
Charge ... +1